No. 1
41
Properties=species:S:1:pos:R:3:mulliken_charge:R:1 method="wB97M-V/def2-TZVPD" relative_energy_ev=4.780 charge=0 energy_ha=-1858.92384 orbital_gap_ev=8.17 e_homo_ev=-9.263 fmax_ha_per_bohr=0.0851 smiles="C[C@H](O)Cc1c(CCO)ccc2c1C(=O)NC2=O.ClCCCl"
C 5.048 0.360 -1.271 -1.28
C 3.837 0.603 -0.246 0.55
O 3.517 -0.639 0.466 -0.53
C 2.482 1.127 -0.948 -0.91
C 1.192 1.000 0.013 0.80
C 1.007 1.884 1.275 0.45
C 2.049 3.042 1.727 -0.50
C 1.400 4.432 1.170 -0.51
O 1.607 4.426 -0.282 -0.52
C -0.254 1.742 2.208 -0.46
C -1.341 0.681 1.905 -0.60
C -1.184 -0.206 0.651 -0.11
C 0.048 -0.027 -0.275 -0.09
C -0.114 -1.047 -1.483 0.23
O 0.558 -1.241 -2.517 -0.59
N -1.365 -1.755 -1.135 -0.02
C -2.104 -1.374 0.063 0.21
O -3.154 -1.866 0.528 -0.57
H 5.635 1.355 -1.346 0.35
H 4.725 -0.005 -2.306 0.31
H 5.785 -0.371 -0.761 0.40
H 4.232 1.319 0.568 0.01
H 3.866 -1.373 -0.085 0.33
H 2.281 0.405 -1.821 0.37
H 2.601 2.165 -1.409 0.25
H 2.052 2.998 2.877 0.41
H 3.080 2.910 1.260 0.07
H 0.267 4.334 1.331 0.31
H 1.847 5.358 1.662 0.32
H 0.896 3.846 -0.636 0.34
H -0.368 2.416 3.135 0.32
H -2.238 0.558 2.591 0.37
H -1.884 -2.177 -1.916 0.27
Cl -4.670 -3.970 -2.391 -0.20
C -5.651 -3.665 -0.935 -0.20
C -5.846 -4.917 -0.105 -0.47
Cl -6.889 -6.110 -0.920 -0.19
H -6.605 -3.241 -1.253 0.34
H -5.120 -2.912 -0.350 0.11
H -6.334 -4.664 0.838 0.31
H -4.894 -5.400 0.123 0.31

---

No. 2
44
Properties=species:S:1:pos:R:3:mulliken_charge:R:1 method="wB97M-V/def2-TZVPD" charge=+2 energy_ha=-4726.82886 orbital_gap_ev="6.58 / 6.57" e_homo_ev="-14.468 / -14.468" fmax_ha_per_bohr=0.0332
Mo -0.377 -0.179 0.438 0.29
C -0.501 2.347 1.565 -0.73
N -1.618 1.427 1.187 -0.13
C -2.497 1.144 2.344 -1.13
C -2.403 2.011 0.058 -0.82
C -1.498 2.042 -1.133 0.99
C -1.710 2.848 -2.239 -1.01
C -0.806 2.806 -3.296 -0.52
C 0.305 1.970 -3.258 -0.72
C 0.519 1.153 -2.158 -0.43
C -0.393 1.180 -1.100 1.11
H -0.563 3.267 0.988 0.37
H 0.486 1.925 1.319 0.34
H -0.511 2.561 2.632 0.44
H -2.957 2.069 2.697 0.40
H -1.916 0.702 3.149 0.39
H -3.275 0.449 2.035 0.31
H -2.771 3.001 0.338 0.51
H -3.266 1.363 -0.109 0.41
H -2.565 3.510 -2.285 0.49
H -0.967 3.439 -4.158 0.42
H 0.998 1.955 -4.088 0.45
H 1.377 0.492 -2.134 0.50
C 2.987 -4.520 -0.137 -0.82
N 2.733 -3.090 -0.317 0.14
C 3.831 -2.291 -0.861 -0.88
C 1.568 -2.574 -0.033 0.27
O 1.274 -1.360 -0.213 -0.61
H 3.216 -4.972 -1.101 0.34
H 2.111 -5.002 0.288 0.27
H 3.836 -4.655 0.531 0.33
H 4.695 -2.385 -0.205 0.34
H 3.529 -1.253 -0.933 0.23
H 4.090 -2.671 -1.848 0.35
H 0.825 -3.278 0.351 0.30
Cl 2.219 0.345 5.372 -0.04
C 1.514 -1.087 4.653 0.83
Cl 0.180 -1.720 5.601 -0.05
Cl 2.727 -2.320 4.332 -0.07
C 0.949 -0.673 3.344 -0.25
N 0.524 -0.353 2.328 -0.36
Se -3.233 -3.439 -1.523 0.14
C -2.278 -2.267 -0.794 0.48
N -1.581 -1.409 -0.282 -0.87

---

No. 3
44
Properties=species:S:1:pos:R:3:mulliken_charge:R:1 method="wB97M-V/def2-TZVPD" charge=+4 energy_ha=-1611.11913 orbital_gap_ev="7.03 / 4.51" spin_multiplicity=5 s2=6.02 e_homo_ev="-21.062 / -21.045" fmax_ha_per_bohr=0.0089
Os 0.504 -0.330 0.216 1.08
C -0.188 -0.322 3.387 -0.68
O 0.779 -0.334 2.272 -0.17
C 2.171 -0.087 2.705 -0.30
C 3.045 -0.355 1.520 -0.58
O 2.434 0.326 0.367 0.23
C 3.175 1.477 -0.199 -0.77
H 0.139 -1.046 4.127 0.37
H -1.157 -0.605 2.990 0.22
H -0.214 0.677 3.815 0.32
H 2.419 -0.775 3.512 0.44
H 2.232 0.936 3.070 0.35
H 3.093 -1.416 1.276 0.26
H 4.058 0.007 1.681 0.50
H 4.175 1.136 -0.445 0.35
H 3.205 2.276 0.536 0.34
H 2.650 1.787 -1.096 0.27
N -2.942 -2.713 0.327 0.12
C -1.627 -2.595 0.276 -0.16
N -1.334 -1.285 0.275 -0.30
C -2.570 -0.673 0.348 0.19
N -3.552 -1.515 0.378 -0.48
C -2.744 0.781 0.430 0.44
C -4.032 1.344 0.504 -0.52
N -3.998 2.639 0.600 0.12
C -3.022 3.496 0.645 -0.37
C -1.761 2.867 0.570 -0.27
N -1.653 1.545 0.464 0.09
H -3.497 -3.567 0.333 0.24
H -0.932 -3.422 0.231 0.51
H -4.965 0.776 0.497 0.56
H -3.184 4.573 0.725 0.44
H -0.873 3.488 0.596 0.53
Cl 2.570 -3.114 -4.135 -0.07
C 1.631 -1.816 -3.603 -0.09
C 1.050 -0.915 -4.496 -0.16
C 0.281 0.138 -4.003 -0.72
C 0.105 0.275 -2.649 -0.04
N 0.676 -0.604 -1.785 -0.07
C 1.431 -1.632 -2.254 -0.11
H 1.205 -1.037 -5.562 0.50
H -0.179 0.848 -4.677 0.48
H -0.482 1.081 -2.231 0.42
H 1.882 -2.314 -1.542 0.49

---

No. 4
55
Properties=species:S:1:pos:R:3:mulliken_charge:R:1 method="wB97M-V/def2-TZVPD" relative_energy_ev=0.815 charge=+3 energy_ha=-2820.91057 orbital_gap_ev="8.23 / 5.71" spin_multiplicity=2 s2=0.76 e_homo_ev="-18.175 / -18.172" fmax_ha_per_bohr=0.0259
Ir 0.794 0.811 -0.359 1.93
N 1.123 4.458 1.323 -0.03
C 2.212 3.955 1.999 -0.76
C 2.268 2.624 1.723 -0.44
N 1.203 2.323 0.903 0.08
C 0.537 3.455 0.667 0.22
C -0.594 3.321 -0.230 0.31
N -0.758 2.112 -0.773 0.21
C -1.981 2.115 -1.403 -0.24
C -2.544 3.344 -1.238 -0.77
N -1.660 4.083 -0.493 -0.01
H 0.849 5.432 1.317 0.21
H 2.841 4.578 2.612 0.43
H 2.962 1.883 2.076 0.56
H -2.365 1.280 -1.957 0.51
H -3.475 3.751 -1.596 0.42
H -1.813 5.037 -0.194 0.21
F 5.447 -0.957 0.366 -0.14
C 5.128 0.043 -0.406 0.61
F 5.297 1.199 0.192 -0.15
F 5.710 -0.005 -1.565 -0.12
S 3.262 -0.076 -0.741 0.91
O 2.799 1.213 -1.317 -0.70
O 2.414 -0.219 0.517 -0.85
N 3.106 -1.321 -1.625 -0.49
S 1.615 -1.790 -1.896 1.24
O 0.740 -0.566 -1.981 -0.89
O 1.121 -2.797 -1.022 -0.67
C 1.666 -2.386 -3.671 0.63
F 0.411 -2.647 -3.988 -0.16
F 2.153 -1.423 -4.411 -0.17
F 2.404 -3.460 -3.710 -0.15
C -3.631 -2.607 -0.478 -0.68
C -2.700 -2.076 -1.543 -0.60
N -1.753 -1.129 -0.926 0.15
C -1.388 -1.169 0.348 0.20
N -0.423 -0.232 0.784 -0.02
C -0.070 -0.203 2.210 -0.38
C -1.153 -0.758 3.107 -0.78
C -1.519 -2.130 2.611 -0.57
N -1.902 -2.044 1.191 0.02
C -2.808 -3.107 0.691 -0.53
H -4.221 -3.428 -0.880 0.38
H -4.326 -1.833 -0.149 0.31
H -3.236 -1.541 -2.325 0.41
H -2.129 -2.882 -2.009 0.32
H -1.154 -0.621 -1.556 0.32
H 0.171 0.829 2.455 0.29
H 0.856 -0.786 2.311 0.32
H -2.026 -0.103 3.116 0.33
H -0.769 -0.814 4.125 0.40
H -2.369 -2.541 3.149 0.43
H -0.686 -2.832 2.704 0.28
H -3.441 -3.396 1.527 0.39
H -2.193 -3.967 0.416 0.27

---

No. 5
39
Properties=species:S:1:pos:R:3:mulliken_charge:R:1 method="wB97M-V/def2-TZVPD" relative_energy_ev=0.000 charge=0 energy_ha=-938.76079 orbital_gap_ev=9.72 e_homo_ev=-9.119 fmax_ha_per_bohr=0.0137 smiles="O=C(N[C@H]1CC[C@H](C(=O)O)CC1)OCc1ccccc1"
O 1.574 0.837 1.272 -0.68
C 0.470 0.421 1.031 0.61
N -0.108 0.383 -0.188 -0.08
C 0.516 0.962 -1.360 0.18
C -0.097 2.324 -1.695 -1.05
C -1.587 2.215 -2.035 -0.89
C -1.907 0.932 -2.824 0.90
C -3.022 1.155 -3.821 -0.10
O -4.025 0.496 -3.890 -0.58
O -2.771 2.166 -4.662 -0.46
C -0.658 0.442 -3.566 -0.99
C 0.413 0.008 -2.564 -1.10
O -0.381 -0.089 1.959 -0.42
C 0.147 -0.173 3.279 -0.87
C 1.198 -1.244 3.414 0.76
C 1.045 -2.457 2.755 -0.21
C 2.007 -3.444 2.873 -0.56
C 3.126 -3.231 3.658 -0.42
C 3.283 -2.025 4.320 -0.53
C 2.326 -1.034 4.195 -0.52
H -1.066 0.081 -0.241 0.23
H 1.564 1.101 -1.075 0.53
H 0.451 2.743 -2.539 0.41
H 0.035 2.997 -0.847 0.45
H -1.872 3.086 -2.626 0.41
H -2.181 2.230 -1.120 0.29
H -2.249 0.137 -2.154 0.32
H -3.499 2.261 -5.297 0.36
H -0.290 1.248 -4.200 0.37
H -0.916 -0.400 -4.211 0.47
H 0.185 -0.992 -2.192 0.36
H 1.374 -0.045 -3.075 0.27
H 0.565 0.798 3.566 0.39
H -0.719 -0.399 3.908 0.30
H 0.170 -2.619 2.142 0.39
H 1.881 -4.382 2.352 0.38
H 3.877 -4.001 3.752 0.37
H 4.158 -1.852 4.929 0.37
H 2.456 -0.088 4.701 0.32